No. 1
45
Properties=species:S:1:pos:R:3:forces:R:3:nbo_charge:R:1 method="wB97M-V/def2-TZVPD" smiles="N[C@@]1(C(=O)O)CN(Cc2ccccc2)C[C@@H]1CCCB(O)O" total_charge=0 lumo_energy_ev=0.6 gap_ha=0.329 e_above_lowest_kcal_mol=0.0 multiplicity=1
N -2.955276 -1.047928 1.165733 0.3 -1.2 0.0 -0.8038
C -2.544591 0.046172 0.331412 1.1 1.7 0.8 -0.0194
C -3.727448 0.407492 -0.528224 0.1 -1.0 0.1 0.7945
O -4.510700 -0.473481 -0.804780 -0.6 1.2 -0.7 -0.6154
O -3.800810 1.690065 -0.900496 -0.7 -0.2 -0.8 -0.6754
C -2.132309 1.255216 1.216482 0.9 0.8 0.6 -0.2254
N -0.676487 1.615915 0.989380 -0.6 -0.6 -1.0 -0.4412
C 0.226846 1.282520 2.101414 -1.5 -1.1 -0.5 -0.2363
C 1.657607 1.182399 1.683244 0.0 -1.1 1.0 -0.0432
C 2.329675 2.085881 0.900249 0.1 0.9 -0.2 -0.1482
C 3.681409 1.934052 0.606796 -0.7 -0.9 0.0 -0.2077
C 4.354321 0.793512 1.020894 -0.7 0.3 0.2 -0.2112
C 3.664767 -0.152802 1.762850 -0.1 0.5 0.3 -0.2564
C 2.346062 0.058554 2.126054 0.3 0.0 -0.3 -0.2203
C -0.340495 0.966387 -0.321476 -0.8 1.3 0.1 -0.2462
C -1.237861 -0.252268 -0.481092 -0.5 -0.7 -0.1 -0.2390
C -1.545907 -0.707821 -1.924471 0.4 -0.3 0.3 -0.4056
C -0.813865 -1.965093 -2.399529 0.3 -0.1 1.5 -0.3686
C 0.684001 -1.788958 -2.528145 0.5 -0.8 -0.1 -0.7796
B 1.510124 -1.655023 -1.212668 0.0 0.5 -0.1 1.1208
O 1.249695 -2.539187 -0.194299 0.1 -0.2 0.4 -0.9050
O 2.463969 -0.667697 -1.111020 -0.4 -0.6 0.3 -0.8934
H -3.777252 -0.748859 1.665840 -0.2 0.1 0.4 0.3515
H -3.340317 -1.766940 0.548463 0.3 0.0 0.2 0.3727
H -4.547805 1.772101 -1.526852 0.2 0.0 0.3 0.5002
H -2.335612 1.078021 2.294678 0.3 -0.1 -0.6 0.2047
H -2.728302 2.123593 0.942264 0.1 0.0 0.0 0.2155
H -0.139125 0.310630 2.526669 0.7 0.5 0.0 0.1774
H 0.098915 2.022273 2.876254 0.0 0.4 0.3 0.2081
H 1.746985 2.906065 0.498856 0.2 0.2 -0.1 0.2178
H 4.149487 2.587208 -0.081584 0.4 0.8 -0.3 0.2163
H 5.369072 0.648578 0.745691 0.7 -0.2 -0.2 0.2185
H 4.130320 -1.044779 2.098502 0.6 -0.7 0.2 0.2157
H 1.843286 -0.680674 2.726987 -0.2 -0.1 0.1 0.2138
H -0.572205 1.701175 -1.116077 -0.2 -0.2 0.2 0.1887
H 0.725327 0.809346 -0.449791 -0.1 -0.4 0.2 0.2373
H -0.805200 -1.085901 0.080923 0.0 0.0 -0.1 0.2385
H -1.419701 0.125701 -2.609519 0.3 0.2 -0.2 0.1983
H -2.588478 -0.939042 -1.971230 -0.7 -0.3 -0.1 0.2145
H -0.988162 -2.786412 -1.667907 -0.2 0.4 -0.4 0.2024
H -1.200028 -2.278458 -3.341082 -0.5 -0.3 -0.8 0.2019
H 1.114215 -2.712958 -2.970304 -0.2 0.4 -0.1 0.2358
H 0.883334 -0.973987 -3.203709 0.3 0.4 -0.3 0.2212
H 1.775821 -2.471504 0.614890 -0.1 0.1 -0.3 0.4887
H 2.722698 -0.663082 -0.180272 0.6 0.4 0.0 0.4869

No. 2
48
Properties=species:S:1:pos:R:3:forces:R:3:nbo_charge:R:1 method="wB97M-V/def2-TZVPD" total_charge=-1 lumo_energy_ev=2.1 gap_ha=0.200 e_above_lowest_kcal_mol=13.1 multiplicity=1
Pb 2.161835 -0.075954 0.293921 0.6 -0.3 1.4 0.4828
Se 4.807235 1.025246 0.747521 0.6 -0.1 0.0 -0.5608
Se 4.128235 2.962646 -0.342179 -0.1 0.2 -0.1 -0.2140
Te 2.073135 2.103446 -1.615379 0.0 0.5 -0.3 0.3023
Se 0.141635 3.415346 -0.834379 0.0 0.1 -0.1 -0.7919
N -0.180065 -0.155754 -0.352479 -0.9 -0.4 -0.4 -0.4978
C -1.136365 0.314146 -0.796179 0.9 -0.1 0.2 0.5579
N -2.202365 0.841846 -1.317179 -0.6 0.6 -0.5 -0.4632
C -3.137965 1.470346 -0.402279 -0.3 0.0 0.6 -0.2058
C -3.955365 0.380446 0.293621 -0.2 0.1 -0.2 -0.4213
C -4.644765 -0.517454 -0.740079 0.2 -0.1 0.1 -0.3983
C -3.652565 -1.053954 -1.775079 -0.1 0.2 -0.1 -0.4173
C -2.859565 0.106446 -2.378979 -0.2 -0.6 -0.3 -0.1987
H -3.781365 2.122646 -0.997479 0.0 0.0 0.0 0.1976
H -2.582465 2.093046 0.302621 0.0 -0.1 -0.1 0.2425
H -4.701965 0.834846 0.947421 0.0 0.0 0.1 0.2116
H -3.281865 -0.220754 0.910221 0.0 0.1 0.1 0.2145
H -5.419065 0.054346 -1.259879 -0.1 0.0 0.0 0.1894
H -5.125865 -1.354054 -0.228479 -0.1 0.1 -0.1 0.2092
H -4.178465 -1.597154 -2.562779 0.0 -0.1 0.0 0.2085
H -2.948765 -1.738454 -1.297479 0.0 -0.1 0.0 0.2126
H -3.533365 0.805946 -2.879779 0.1 0.0 -0.1 0.1974
H -2.115765 -0.245254 -3.097979 0.0 0.1 0.1 0.2204
C 3.417635 -3.535054 -0.741479 -0.2 0.5 0.0 -1.0861
Si 2.439335 -2.051854 -1.483479 -0.1 -1.0 -1.1 1.0107
C 0.703635 -2.814454 -1.842779 0.4 0.3 0.2 -1.0833
C 3.101835 -1.814254 -3.278379 0.0 0.1 0.5 -1.0813
H 3.457735 -4.382654 -1.421679 -0.1 -0.1 -0.2 0.2150
H 2.957535 -3.873554 0.184921 -0.1 0.0 0.1 0.2216
H 4.440535 -3.260654 -0.501879 0.2 0.1 0.0 0.2281
H 0.792335 -3.772154 -2.346879 0.1 -0.2 -0.1 0.2114
H 0.111935 -2.157754 -2.475779 -0.1 0.2 -0.1 0.2132
H 0.136035 -2.963954 -0.930279 -0.1 -0.1 0.2 0.2220
H 3.040035 -2.746954 -3.836779 0.0 -0.2 0.0 0.2114
H 4.136235 -1.482654 -3.299179 0.2 0.1 0.0 0.2281
H 2.509435 -1.077254 -3.818779 -0.1 0.1 0.0 0.2230
Br 1.253835 -0.334354 5.888721 0.1 0.2 0.0 0.0408
C 1.245635 1.100546 4.637821 -0.1 -0.2 0.1 -0.1295
C 2.117335 2.156446 4.849321 0.1 0.0 0.1 -0.2361
C 2.164635 3.201246 3.942921 0.0 -0.1 0.0 -0.1818
C 1.370335 3.168446 2.810621 0.0 0.0 0.0 -0.2112
C 0.483935 2.124146 2.607521 -0.1 0.0 0.1 -0.1745
C 0.402635 1.101146 3.537421 -0.3 -0.3 0.1 -0.1823
I -1.050965 -0.405754 3.283121 0.2 0.3 -0.1 0.1347
H 2.758635 2.148346 5.717621 0.0 0.0 0.0 0.2217
H 2.836335 4.029646 4.111021 0.1 0.0 0.0 0.2143
H 1.432735 3.946546 2.067321 0.0 0.1 -0.2 0.2472
H -0.133465 2.124846 1.721721 0.0 0.0 -0.1 0.2452

No. 3
41
Properties=species:S:1:pos:R:3:forces:R:3:nbo_charge:R:1 method="wB97M-V/def2-TZVPD" smiles=Brc1ccccc1OCCC[NH+]1CCCCCC1 total_charge=+1 lumo_energy_ev=-2.1 gap_ha=0.359 multiplicity=1
Br 1.113356 1.616678 -0.715052 0.3 0.1 0.0 0.0580
C 2.117484 0.241358 0.130272 -0.4 0.0 -0.2 -0.1480
C 3.384175 0.492168 0.619589 0.0 0.0 0.0 -0.2036
C 4.103686 -0.546103 1.187535 0.0 0.0 0.0 -0.1966
C 3.556022 -1.815524 1.259946 0.0 0.0 0.0 -0.1825
C 2.280408 -2.059186 0.778291 -0.2 0.0 -0.1 -0.2776
C 1.546609 -1.025467 0.217003 0.1 0.2 0.0 0.3271
O 0.252394 -1.184772 -0.245166 0.1 0.0 0.2 -0.5847
C 0.027458 -2.215974 -1.205588 0.0 -0.2 -0.5 -0.0721
C -1.040030 -1.727871 -2.186366 0.1 0.0 0.5 -0.4442
C -2.415859 -1.633815 -1.533300 0.2 -0.5 -0.7 -0.2081
N -2.448867 -0.654114 -0.415217 0.3 0.0 0.2 -0.4360
C -2.553566 0.739690 -0.916984 -0.1 0.9 -0.2 -0.2212
C -2.684699 1.788794 0.189927 0.2 -0.2 0.0 -0.4277
C -1.908330 1.483414 1.473695 -0.3 0.1 0.2 -0.4205
C -2.700524 0.625332 2.459045 0.2 -0.1 0.0 -0.3989
C -2.877926 -0.826123 2.021344 -0.2 0.3 0.0 -0.4175
C -3.466132 -0.975523 0.622308 -0.5 -0.4 0.7 -0.2206
H 3.807721 1.481730 0.544572 0.0 0.1 0.0 0.2414
H 5.096131 -0.359973 1.565291 0.1 0.0 0.0 0.2341
H 4.121099 -2.624289 1.694860 0.1 -0.1 0.0 0.2321
H 1.851541 -3.047741 0.837934 -0.1 -0.1 0.0 0.2282
H 0.954638 -2.433789 -1.742481 0.0 0.0 0.1 0.2158
H -0.302830 -3.131467 -0.697529 0.1 0.1 -0.1 0.1816
H -1.102838 -2.436089 -3.012053 -0.1 0.0 0.0 0.2516
H -0.731506 -0.764874 -2.594126 0.0 0.0 -0.1 0.2306
H -3.172375 -1.356186 -2.270096 0.0 0.0 0.2 0.2318
H -2.670990 -2.618451 -1.135186 -0.1 0.2 0.1 0.2209
H -1.516462 -0.714681 0.035865 -0.2 0.0 -0.1 0.5045
H -3.415587 0.801373 -1.584611 0.1 -0.2 0.0 0.2227
H -1.650340 0.944853 -1.491369 0.0 -0.2 0.0 0.2346
H -3.732603 1.946619 0.447494 0.0 0.0 -0.1 0.2138
H -2.318224 2.724363 -0.231671 -0.1 0.0 -0.1 0.2450
H -1.690311 2.432101 1.963468 0.1 0.0 0.0 0.2402
H -0.948770 1.019828 1.245529 0.2 0.0 0.0 0.2052
H -2.190831 0.628690 3.422820 0.0 0.0 0.0 0.2307
H -3.681356 1.078530 2.612588 -0.1 0.0 0.0 0.2067
H -3.541706 -1.324867 2.728423 0.0 -0.1 -0.1 0.2434
H -1.916932 -1.346276 2.060038 0.0 -0.1 0.0 0.2075
H -4.331009 -0.325564 0.491445 0.0 0.0 -0.1 0.2249
H -3.799624 -2.004961 0.483277 0.1 0.1 -0.2 0.2274